Formula: C24H31I2NPtSb2Se
Source: the OMol25 dataset
Level of theory: ωB97M-V with the def2-TZVPD basis set

Positions of all 62 atoms, in Å:
Pt (0.19, 1.18, 0.06)
C (-4.13, -0.01, -2.31)
Sb (-2.90, -0.37, -0.57)
C (-3.46, 1.53, 0.32)
C (-4.33, -1.75, 0.58)
C (-4.89, -0.97, 1.67)
C (-6.11, -0.32, 1.46)
C (-6.71, 0.42, 2.45)
C (-6.08, 0.56, 3.69)
C (-4.86, -0.06, 3.91)
C (-4.24, -0.84, 2.93)
C (-2.98, -1.49, 3.23)
Sb (-1.19, -0.20, 2.79)
C (0.19, -1.48, 3.87)
C (-1.52, 1.20, 4.39)
H (-5.13, 0.27, -1.98)
H (-4.18, -0.90, -2.93)
H (-3.70, 0.81, -2.88)
H (-4.54, 1.65, 0.27)
H (-2.98, 2.33, -0.25)
H (-3.14, 1.59, 1.36)
H (-3.73, -2.60, 0.86)
H (-5.06, -2.01, -0.18)
H (-6.60, -0.43, 0.50)
H (-7.67, 0.89, 2.28)
H (-6.54, 1.14, 4.47)
H (-4.38, 0.04, 4.87)
H (-2.80, -2.41, 2.69)
H (-2.85, -1.65, 4.30)
H (-0.27, -1.77, 4.81)
H (1.11, -0.94, 4.07)
H (0.41, -2.37, 3.28)
H (-1.80, 0.66, 5.29)
H (-2.30, 1.90, 4.13)
H (-0.60, 1.75, 4.59)
I (2.18, -1.14, 0.51)
C (3.81, 0.12, -0.09)
I (3.17, 1.88, -1.15)
H (4.45, -0.46, -0.74)
H (4.34, 0.42, 0.81)
Se (0.49, 2.72, 1.83)
C (0.07, 4.44, 1.10)
C (0.57, 4.87, -0.13)
C (0.31, 6.18, -0.50)
N (-0.39, 6.99, 0.25)
C (-0.89, 6.60, 1.40)
C (-0.68, 5.32, 1.88)
H (1.16, 4.22, -0.76)
H (0.69, 6.59, -1.43)
H (-1.46, 7.33, 1.96)
H (-1.08, 5.01, 2.84)
C (-0.68, 0.61, -4.67)
C (-0.95, 1.82, -4.05)
C (-0.74, 1.97, -2.69)
C (-0.28, 0.90, -1.93)
C (-0.02, -0.32, -2.56)
C (-0.21, -0.46, -3.92)
H (-0.83, 0.50, -5.73)
H (-1.31, 2.66, -4.63)
H (-0.91, 2.94, -2.24)
H (0.36, -1.17, -2.00)
H (0.03, -1.40, -4.40)

<S²> ... 6.041
M ... 1104.9 g mol⁻¹
LUMO energy (spin up / spin down) ... -0.208 / -0.325 Ha
Energy relative to the best compared isomer or geometry (same formula, charge and spin) ... 43.3 kJ/mol
Net charge ... +2
2S+1 ... 5
Calculated total energy ... -124730.5492 eV

Atomic partial charges in e from the Löwdin method, atoms 1 to 4: atom 1 (Pt): 0.2953, atom 2 (C): -0.2703, atom 3 (Sb): 1.4576, atom 4 (C): -0.2866